Entry 1:
# C22H42BBrFN3O2

2 unconnected molecules or ions with the total composition C22H42BBrFN3O2 (ωB97M-V with the def2-TZVPD basis set, OMol25).

Atoms and positions in Å:
C (-1.70207, -0.60568, 3.62528)
O (-0.43926, -1.22706, 3.53046)
C (0.61778, -0.29259, 3.73102)
C (0.72415, 0.73249, 2.60598)
C (2.16584, 1.18456, 2.30584)
C (2.36114, 1.54578, 0.83649)
C (2.16683, 3.03076, 0.50412)
C (1.71161, 3.24980, -0.94184)
C (2.54659, 2.49604, -1.97894)
C (1.77618, 2.08863, -3.24518)
C (0.46816, 1.33088, -2.93868)
C (0.51362, -0.11255, -3.43108)
C (1.51865, -0.97822, -2.61773)
C (0.89963, -2.22811, -2.07033)
C (1.10262, -3.44573, -2.70420)
Br (2.11641, -3.65130, -4.26756)
C (0.54574, -4.62640, -2.20587)
C (-0.23037, -4.52141, -1.04961)
C (-0.43863, -3.30032, -0.44217)
B (-1.35168, -3.28938, 0.86612)
N (-0.76887, -3.28955, 2.21013)
O (-2.70049, -3.27717, 0.74804)
N (0.12612, -2.17317, -0.94353)
C (-0.15019, -0.91700, -0.25620)
C (-1.54273, -0.35877, -0.56133)
C (-1.89832, 0.79961, 0.36031)
C (-3.17971, 1.47036, -0.13452)
C (-3.67453, 2.63491, 0.75587)
N (-3.37955, 2.53083, 2.17853)
H (-1.77005, 0.00783, 4.52781)
H (-2.47430, -1.36784, 3.70225)
H (-1.91184, -0.01027, 2.73395)
H (0.43727, 0.20379, 4.69163)
H (1.52685, -0.87925, 3.83419)
H (0.27997, 0.28948, 1.71314)
H (0.12712, 1.60948, 2.86323)
H (2.80847, 0.33217, 2.53445)
H (2.45243, 1.97776, 2.99537)
H (3.37108, 1.26508, 0.54000)
H (1.67550, 0.95997, 0.22117)
H (1.43028, 3.43508, 1.20202)
H (3.07983, 3.60144, 0.67618)
H (1.82229, 4.31451, -1.15186)
H (0.64195, 3.04399, -0.99662)
H (3.34295, 3.17364, -2.28870)
H (3.04816, 1.61069, -1.59059)
H (2.41554, 1.39264, -3.78905)
H (1.63280, 2.94753, -3.89641)
H (-0.38379, 1.84701, -3.37975)
H (0.29186, 1.33547, -1.86124)
H (0.80628, -0.11122, -4.47979)
H (-0.48467, -0.54659, -3.38383)
H (2.39449, -1.20927, -3.20436)
H (1.86456, -0.34599, -1.79853)
H (0.70803, -5.55723, -2.72565)
H (-0.68051, -5.41654, -0.64595)
H (-0.60137, -2.36068, 2.58409)
H (0.09561, -3.81547, 2.25662)
H (-3.05762, -3.49180, 1.62094)
H (0.55043, -0.15100, -0.56231)
H (0.00923, -1.03051, 0.81545)
H (-2.30020, -1.13896, -0.54315)
H (-1.48869, 0.02289, -1.58073)
H (-2.03952, 0.37968, 1.35658)
H (-1.07642, 1.51787, 0.43011)
H (-3.93705, 0.68920, -0.21776)
H (-2.97509, 1.79571, -1.15578)
H (-4.76090, 2.65354, 0.66654)
H (-3.31404, 3.57001, 0.33505)
H (-2.42330, 2.80193, 2.35994)
H (-3.55713, 1.60120, 2.52824)
F (2.51880, -5.74713, -2.40628)

Atomic forces in eV per Å
-0.484 -0.024 0.236
0.176 1.498 0.992
-0.008 0.221 0.287
0.129 0.331 0.193
-0.376 -0.845 0.071
0.491 0.632 0.129
-0.198 -0.223 0.009
0.256 0.426 0.422
-0.094 0.353 -0.521
0.134 -0.444 0.445
0.124 0.110 -0.264
0.021 0.012 -0.015
-0.520 0.760 0.334
0.799 -0.383 -0.804
-0.317 0.037 0.272
-0.040 0.551 -0.205
0.097 0.056 0.135
0.237 0.267 -0.239
-0.573 -0.657 0.090
0.910 0.264 1.020
-0.490 -1.600 -1.907
-0.233 -0.072 -0.189
0.226 -0.556 -0.184
-0.540 0.414 -0.007
0.616 0.175 -0.308
-0.399 -0.341 -0.253
0.502 -0.157 0.312
-0.516 -0.709 -0.434
0.112 0.584 -0.241
0.081 0.115 -0.049
0.119 -0.254 -0.044
0.093 -0.021 0.732
0.136 -0.020 0.019
0.068 -0.122 -0.143
0.261 0.355 0.419
-0.207 0.018 -0.129
0.151 0.005 0.025
0.134 0.174 -0.137
0.013 -0.150 -0.081
0.161 0.053 0.135
-0.141 0.182 -0.099
0.169 -0.146 0.143
-0.232 0.102 -0.085
0.016 -0.187 -0.160
0.238 -0.111 0.018
-0.163 -0.020 0.249
0.149 0.140 -0.224
-0.244 0.089 0.010
-0.100 0.010 -0.070
-0.066 -0.002 -0.036
-0.064 -0.122 -0.104
-0.027 -0.127 -0.043
0.072 -0.299 -0.118
0.232 -0.193 0.060
-0.096 -0.014 -0.078
-0.116 0.052 0.105
0.015 -0.222 0.310
0.166 0.161 0.030
-0.123 0.154 -0.045
0.086 -0.329 -0.069
-0.139 -0.659 -0.241
-0.104 -0.037 0.136
-0.241 -0.087 -0.152
-0.057 0.390 -0.553
0.045 0.067 -0.077
-0.165 0.004 0.077
-0.222 0.252 -0.064
-0.070 0.214 -0.117
0.162 0.194 0.348
0.057 -0.242 0.193
0.056 -0.021 0.079
-0.143 -0.026 0.455

Summary:
* highest occupied orbital energy: -7.6210 eV
* orbital gap: 7.8 eV
* charge: 0
* DFT total energy: -3876.91324 Ha
* energy above the lowest of the compared OMol25 structures with the same formula, charge and spin: 0.0 kcal per mole

=====

Entry 2:
# C22H42BF4N2O12S4

8 unconnected molecules or ions with the total composition C22H42BF4N2O12S4 (ωB97M-V with the def2-TZVPD basis set, OMol25).

Atoms and positions in Å:
N (-0.24706, -4.10185, -0.32871)
H (0.01993, -3.14140, -0.16632)
H (0.32344, -4.46690, -1.07796)
H (-1.20498, -4.39889, -0.44807)
H (0.15076, -4.70193, 0.37962)
N (2.16641, -1.86406, 2.66600)
H (2.42991, -2.83113, 2.54170)
H (1.59861, -1.67291, 1.85288)
H (3.03417, -1.35094, 2.60447)
H (1.66292, -1.70316, 3.52665)
C (2.67919, -3.75547, -0.97202)
C (2.27335, -4.70964, -2.01585)
C (3.38750, -5.58368, -2.74791)
O (2.97276, -6.38979, -3.57972)
C (4.78920, -5.46229, -2.25547)
C (5.03242, -4.66697, -1.14730)
C (3.96812, -3.64571, -0.64398)
O (4.26971, -2.57770, 0.04224)
O (6.16865, -4.68068, -0.50525)
O (1.09190, -4.96822, -2.26231)
H (2.05029, -2.90597, -0.75013)
H (5.60063, -6.10241, -2.56887)
B (-0.48943, -0.59836, 0.91761)
F (0.41535, -1.45993, 0.51713)
F (-1.53375, -1.41479, 1.28336)
F (0.13522, -0.01917, 1.91419)
F (-0.74772, 0.47089, -0.02055)
C (-3.46746, 0.43749, 4.01134)
C (-3.76911, 0.63249, 2.51090)
C (-4.62024, -0.58247, 2.09147)
S (-5.94280, -0.77092, 3.38810)
O (-6.08929, -2.21772, 3.64642)
O (-7.15831, -0.00039, 3.16999)
C (-4.87727, 0.18923, 4.74490)
H (-2.88067, 1.26071, 4.41887)
H (-2.83244, -0.43966, 4.13561)
H (-2.91677, 0.70073, 1.83491)
H (-4.53189, 1.40644, 2.42572)
H (-4.03068, -1.49409, 1.99407)
H (-5.15244, -0.35950, 1.16673)
H (-5.03960, -0.54967, 5.52961)
H (-5.47036, 1.02702, 5.11159)
C (4.74685, 2.30471, -1.34530)
C (3.19454, 2.09801, -1.77074)
C (2.55532, 1.14846, -0.78563)
S (3.34012, 1.50685, 0.84624)
O (3.52776, 0.25922, 1.61534)
O (2.87734, 2.73395, 1.49681)
C (4.97242, 1.77287, 0.12656)
H (5.26145, 3.26367, -1.40601)
H (5.33864, 1.82656, -2.12584)
H (3.02756, 1.78682, -2.80194)
H (2.58939, 2.99786, -1.88103)
H (2.95374, 0.20254, -1.15251)
H (1.48461, 1.21770, -0.59357)
H (5.20679, 0.71106, 0.05085)
H (5.63711, 2.27904, 0.82662)
C (-2.81583, 4.20447, 1.84687)
C (-2.14229, 3.69564, 0.55933)
C (-0.80691, 4.43737, 0.34698)
S (-0.81030, 5.91980, 1.51939)
O (-0.48392, 7.17456, 0.77027)
O (-0.05820, 5.56320, 2.73835)
C (-2.58897, 5.81629, 1.77325)
H (-2.34756, 3.68160, 2.68078)
H (-3.85078, 3.92518, 2.04432)
H (-2.79771, 3.73121, -0.31089)
H (-1.88838, 2.63565, 0.56724)
H (-0.76096, 4.78236, -0.68596)
H (0.01750, 3.79047, 0.64692)
H (-3.11469, 6.27329, 0.93487)
H (-2.79088, 6.22953, 2.76147)
C (-1.13437, 0.68401, -4.05374)
C (0.11881, 0.14964, -3.44727)
C (0.31044, -1.32441, -3.81757)
S (-1.38496, -1.94946, -3.93230)
O (-1.66276, -3.02958, -2.95697)
O (-1.65157, -2.19578, -5.31558)
C (-2.21676, -0.35763, -3.60985)
H (-1.20476, 0.84878, -5.12891)
H (-1.39998, 1.66051, -3.64877)
H (0.01898, 0.08266, -2.36392)
H (1.05708, 0.69598, -3.54358)
H (0.88740, -1.93641, -3.12427)
H (0.90104, -1.42722, -4.72792)
H (-2.10206, -0.12976, -2.55012)
H (-3.22822, -0.27775, -4.00818)

Atomic forces in eV per Å
-0.245 -1.093 1.917
-0.803 0.724 0.259
0.601 -0.339 -2.834
-0.454 0.852 -0.239
-0.063 0.175 1.012
0.435 -1.207 -0.069
0.120 -0.589 0.377
-0.521 0.884 -0.548
0.369 1.022 -0.245
-0.134 0.143 0.137
-2.888 -2.469 -3.534
0.973 0.440 1.917
-1.180 -0.680 -0.395
1.329 1.162 1.081
-1.152 -0.696 -0.550
3.018 2.038 3.522
3.043 3.891 2.281
0.591 -3.089 -1.144
-3.219 -0.317 -2.188
0.355 -0.196 -0.907
-0.199 -0.070 0.188
-0.140 -0.133 -0.386
-2.530 2.191 -0.856
4.028 -3.920 -3.634
-1.850 0.259 0.204
0.958 2.485 4.266
-0.548 -1.201 -0.094
-1.019 -0.428 0.633
-1.678 -1.208 0.608
-0.513 0.389 -0.051
1.084 -0.344 0.758
0.411 2.047 0.011
0.949 -0.310 -0.334
-0.441 -1.350 -1.552
-0.400 0.180 0.176
-0.114 -0.181 0.011
-0.036 0.405 0.297
0.698 0.896 -0.235
-0.303 -0.088 0.232
0.004 -0.238 -0.070
1.177 -0.143 0.194
0.244 0.409 -0.731
-0.183 0.049 0.170
0.190 2.097 0.100
0.659 0.140 0.616
1.631 0.171 0.313
-1.076 1.230 -0.252
-0.217 -1.632 -0.896
-1.031 -1.103 -1.633
-1.245 0.766 0.024
0.070 -1.000 0.519
0.801 -0.895 0.035
0.427 0.704 0.903
-0.601 -0.716 0.991
-0.014 -0.236 -0.471
0.714 0.054 0.123
-0.182 0.204 -0.347
0.404 1.101 -0.498
-0.094 -0.726 -0.097
-0.531 0.520 0.609
1.215 0.769 -1.483
-0.597 -2.483 1.613
-1.400 0.573 -1.718
0.251 -2.488 1.625
0.642 0.805 0.315
-0.267 0.304 -0.838
-0.072 0.708 -0.042
-0.124 -0.142 0.537
0.509 0.219 0.243
0.199 0.334 -0.148
0.081 -0.001 0.201
-0.173 0.436 -0.293
-1.701 0.260 -0.850
1.506 -0.942 1.182
0.514 -0.051 -0.107
-0.584 -0.984 0.599
0.552 2.040 -0.992
-0.174 -0.456 -0.771
1.840 0.705 1.068
0.724 -0.396 -0.191
0.010 -0.044 0.308
-0.496 0.573 0.256
-0.185 0.228 -0.644
-0.322 0.228 0.546
-0.834 -0.190 -0.553
-1.104 -0.761 0.452
0.311 -0.275 -0.009

Summary:
* highest occupied orbital energy (alpha / beta): -8.8167 / -8.7910 eV
* <S²>: 0.80
* orbital gap (alpha / beta): 7.9 / 5.9 eV
* spin multiplicity: 2
* charge: 0
* DFT total energy: -3892.89623 Ha
* energy above the lowest of the compared OMol25 structures with the same formula, charge and spin: 70.1 kcal per mole

=====

Entry 3:
# C22H42BGaNO6

A molecular structure, C22H42BGaNO6 (ωB97M-V with the def2-TZVPD basis set, OMol25).

Atoms and positions in Å:
C (3.24323, 2.21936, 2.48705)
C (3.02437, 1.72410, 3.91187)
C (2.79209, 0.21240, 3.96816)
C (1.31675, -0.16479, 3.85299)
C (1.02260, -1.67617, 3.89876)
C (2.14320, -2.55691, 3.34528)
C (2.23383, -2.44213, 1.81854)
C (3.63489, -2.60003, 1.22913)
C (3.72444, -2.04876, -0.19868)
Ga (2.12886, -2.45385, -1.43956)
C (0.66849, -1.01231, -1.17597)
C (-0.54912, -1.52500, -0.40727)
C (-1.64082, -0.50589, -0.02309)
C (-1.15737, 0.90296, 0.33247)
C (-2.13937, 1.59847, 1.27430)
C (-1.69442, 2.96946, 1.78454)
O (-0.75833, 3.56176, 0.90158)
C (-0.58084, 4.92885, 1.16092)
B (2.88947, -2.31001, -3.44982)
N (2.64728, -1.13311, -4.34953)
O (3.76921, -3.27221, -3.99274)
H (3.45597, 3.28986, 2.45755)
H (2.37328, 2.02089, 1.85760)
H (4.09150, 1.69614, 2.03861)
H (2.16914, 2.24882, 4.35250)
H (3.90115, 1.98482, 4.51253)
H (3.34841, -0.25161, 3.14745)
H (3.19736, -0.20727, 4.89535)
H (0.78074, 0.33340, 4.66889)
H (0.91377, 0.25791, 2.92685)
H (0.13812, -1.86270, 3.27958)
H (0.74647, -1.97734, 4.91429)
H (3.10491, -2.29718, 3.80023)
H (1.94547, -3.59419, 3.63299)
H (1.56641, -3.17881, 1.36480)
H (1.87183, -1.45194, 1.51417)
H (3.94820, -3.65061, 1.24860)
H (4.32841, -2.06735, 1.90165)
H (3.86022, -0.95981, -0.14686)
H (4.61905, -2.44628, -0.69371)
H (1.45919, -3.88951, -1.09821)
H (0.33821, -0.65474, -2.16188)
H (1.13060, -0.15013, -0.67590)
H (-1.02831, -2.27299, -1.04943)
H (-0.23539, -2.08470, 0.48060)
H (-2.31980, -0.42224, -0.87806)
H (-2.25107, -0.89870, 0.80102)
H (-0.17585, 0.85164, 0.81386)
H (-1.02762, 1.48270, -0.58053)
H (-3.10885, 1.70619, 0.77691)
H (-2.27168, 0.94211, 2.13985)
H (-2.56154, 3.64070, 1.87347)
H (-1.24611, 2.87700, 2.78497)
H (-1.49420, 5.49902, 0.93981)
H (0.22252, 5.28538, 0.51666)
H (-0.29587, 5.10997, 2.20690)
H (3.16371, -0.34058, -3.96183)
H (1.67898, -0.84624, -4.21895)
H (4.67702, -2.94106, -4.03248)
C (-5.05646, -0.54755, -3.20909)
C (-6.23763, -0.29069, -3.78408)
C (-6.37637, 0.61149, -4.99206)
O (-7.50585, 0.75864, -5.43196)
C (-5.19446, 1.23335, -5.54054)
C (-4.00744, 0.98092, -4.96645)
C (-3.86573, 0.06532, -3.76588)
O (-2.74064, -0.09151, -3.33941)
O (-2.86139, 1.49028, -5.37767)
O (-7.39500, -0.79088, -3.36643)
H (-4.94585, -1.19000, -2.34681)
H (-5.30410, 1.88224, -6.39770)
H (-2.17309, 1.12615, -4.78123)
H (-8.06877, -0.43454, -3.97951)

Atomic forces in eV per Å
0.019 -0.065 -0.064
0.071 0.037 0.002
-0.075 -0.023 0.017
0.009 0.068 -0.040
-0.106 -0.013 -0.099
-0.063 -0.148 -0.049
0.204 0.034 0.156
0.041 0.132 0.050
0.034 -0.222 -0.096
-0.251 0.050 -0.267
0.054 -0.074 0.036
-0.048 -0.090 -0.138
-0.120 0.060 -0.283
0.021 -0.216 0.257
0.105 0.093 -0.139
0.012 0.018 0.009
-0.093 0.051 -0.065
0.099 -0.026 0.012
-0.136 -0.245 -0.266
-0.004 0.082 0.131
0.349 0.217 0.675
-0.067 0.008 -0.021
-0.013 0.040 -0.008
-0.017 0.041 -0.019
0.053 -0.016 0.069
-0.035 0.016 0.008
0.024 -0.002 0.089
-0.012 0.043 -0.004
-0.068 -0.020 -0.060
0.067 0.010 -0.011
-0.072 -0.033 0.125
0.176 0.025 0.046
-0.089 -0.019 0.024
0.041 -0.016 -0.030
-0.037 0.161 -0.106
-0.054 -0.045 -0.013
-0.125 -0.008 0.025
0.072 -0.081 -0.042
-0.082 0.015 -0.065
0.057 0.062 0.082
0.038 -0.053 0.086
0.005 0.060 0.032
-0.042 -0.028 0.017
0.006 -0.104 0.139
0.049 0.165 0.056
-0.064 0.092 0.059
0.096 -0.067 0.028
0.001 0.016 -0.006
0.126 0.057 0.062
0.008 -0.142 0.013
-0.212 0.080 -0.015
0.007 -0.054 0.099
0.073 0.072 -0.054
0.022 -0.013 0.064
-0.029 -0.011 0.003
-0.029 -0.002 -0.028
0.089 -0.018 -0.190
0.067 0.069 0.176
-0.173 -0.020 -0.438
0.065 -0.026 0.048
-0.023 -0.022 0.017
0.095 0.073 -0.072
-0.036 -0.023 0.036
-0.086 0.031 -0.050
0.035 0.014 -0.023
-0.093 -0.057 0.101
0.053 0.021 -0.078
-0.027 0.009 -0.026
0.020 -0.016 0.018
-0.011 -0.004 -0.006
0.022 -0.003 -0.001
-0.001 -0.023 0.034
0.007 0.025 -0.029

Summary:
* highest occupied orbital energy: -3.6924 eV
* orbital gap: 4.0 eV
* charge: -1
* DFT total energy: -3319.31921 Ha

=====

> The lowest DFT total energy belongs to which entry?

C22H42BF4N2O12S4